The following is a quantum chemistry calculation of an isolated molecule of C7H8OS at a distorted geometry, from the OMol25 dataset.

Computed properties:
- largest force on an atom (Eh/bohr) = 0.114
- LUMO level (hartree) = -0.00194
- energy (a.u.) = -744.8096
- energy above the lowest of the compared OMol25 structures with the same formula, charge and spin (kcal/mol) = 64.21
- E_HOMO (eV) = -7.426
- frontier orbital gap (Eh) = 0.271

Each line ends with the Löwdin charge.
Cartesian coordinates (Å):
C -1.545467 -1.258947 -1.138042  -0.11
C -0.591418 -1.935237 -0.451915  -0.12
C -1.859050 -0.005765 -0.730464  -0.19
C 0.106691 -1.444554 0.766086  -0.22
C 0.853125 -0.174468 0.497790  -0.46
C 0.309215 0.804909 -0.410294  -0.71
C 0.341927 2.237191 -0.308644  -0.12
O -2.764188 0.793289 -0.676688  0.10
S 1.469227 -0.085979 -1.260913  0.93
H -1.854009 -1.645184 -2.124832  0.14
H -0.246651 -2.926928 -0.709612  0.11
H -0.557923 -1.139147 1.621075  0.14
H 0.775291 -2.262976 1.053833  0.11
H 1.526550 0.311722 1.293012  0.15
H -0.177614 2.577940 0.570246  0.09
H -0.089437 2.663077 -1.129015  0.05
H 1.402673 2.552307 -0.205614  0.10

Forces on atoms 1 to 3 (eV/Å):
1.2 -3.6 -0.8
-0.4 -0.1 0.1
-0.3 5.9 0.3

=====

The following is a quantum chemistry calculation of an isolated molecule of C5H2N2O2 at a distorted geometry, from the OMol25 dataset.

Computed properties:
- SMILES = C=C1C(=O)ON=C1C#N
- largest force on an atom (Eh/bohr) = 0.101
- LUMO level (hartree) = -0.06635
- energy (a.u.) = -451.6170
- energy above the lowest of the compared OMol25 structures with the same formula, charge and spin (kcal/mol) = 13.91
- E_HOMO (eV) = -10.730
- frontier orbital gap (Eh) = 0.328

Each line ends with the Löwdin charge.
Cartesian coordinates (Å):
C 0.841060 -0.187029 -1.282122  0.18
C -0.117671 -0.121913 -0.361107  -0.15
C -1.614216 -0.176508 -0.510951  -0.36
O -2.260364 -0.211271 -1.569991  0.12
O -2.007078 -0.285698 0.788211  0.04
N -1.027998 0.115169 1.705118  0.21
C 0.087407 0.181056 1.015084  -0.29
C 1.263382 0.423579 1.605223  -0.16
N 2.284265 0.591755 2.118631  0.22
H 1.951905 -0.108400 -1.199508  0.11
H 0.599309 -0.220738 -2.308588  0.07

Forces on atoms 1 to 3 (eV/Å):
0.9 0.4 -0.3
0.7 0.8 -1.1
0.6 -0.7 -3.3

=====

The following is a quantum chemistry calculation of a 16-piece molecular cluster, C74H181N11O16 overall at a distorted geometry, from the OMol25 dataset.

Computed properties:
- largest force on an atom (Eh/bohr) = 0.054
- LUMO level (hartree) = 0.00855
- energy (a.u.) = -4733.7843
- energy above the lowest of the compared OMol25 structures with the same formula, charge and spin (kcal/mol) = 0.00
- E_HOMO (eV) = -7.461
- frontier orbital gap (Eh) = 0.283

Each line ends with the Löwdin charge.
Cartesian coordinates (Å):
C 0.452259 8.990878 0.175656  -0.03
C 0.257170 7.962242 1.290491  -0.52
C -1.251437 7.784272 1.522309  -0.13
C -1.984087 6.846705 0.521008  -0.17
C -1.245962 5.519925 0.464920  -0.15
C 0.239688 5.638392 0.143454  -0.50
N 0.828774 6.632279 1.044033  -0.11
O 2.233398 6.678803 0.912308  -0.05
C 0.839195 4.281619 0.500452  -0.03
C 0.466418 6.049362 -1.319993  -0.01
C 0.827515 8.417272 2.634716  -0.04
H 0.216090 10.002263 0.507821  0.08
H -0.139948 8.779433 -0.716611  0.06
H 1.466453 8.974038 -0.233520  0.08
H -1.453264 7.372054 2.512278  0.12
H -1.774503 8.736319 1.400769  0.12
H -2.106198 7.310056 -0.459652  0.10
H -2.981837 6.635386 0.912216  0.09
H -1.736109 4.993859 -0.366275  0.11
H -1.467637 4.939433 1.361527  0.11
H 1.920630 4.275946 0.327454  0.08
H 0.809036 4.125442 1.580651  0.08
H 0.382210 3.451494 -0.036671  0.08
H 1.525070 6.215396 -1.505320  0.09
H 0.103431 5.225057 -1.951177  0.07
H -0.162901 6.852039 -1.702557  0.07
H 1.893008 8.651376 2.603501  0.08
H 0.664916 7.623374 3.359890  0.08
H 0.322602 9.357646 2.872953  0.08
H 2.561320 6.208624 1.705987  0.04
C -4.405244 -4.311143 -1.698862  -0.02
C -4.775090 -3.979602 -0.249576  -0.47
C -6.040897 -3.076992 -0.350161  -0.11
C -6.894510 -3.081470 0.912211  -0.17
C -7.257379 -4.532811 1.325639  -0.12
C -5.986778 -5.371007 1.571471  -0.51
N -5.067746 -5.238362 0.451540  -0.09
O -3.898599 -6.022219 0.652363  -0.01
C -5.378113 -4.994199 2.929270  -0.04
C -6.461348 -6.836151 1.667687  -0.04
C -3.656542 -3.185190 0.426790  -0.02
H -3.636773 -5.087751 -1.648718  0.06
H -4.121231 -3.437289 -2.279982  0.06
H -5.261978 -4.831075 -2.132113  0.09
H -5.831920 -2.048309 -0.644632  0.11
H -6.636945 -3.511349 -1.157495  0.12
H -7.858237 -2.589274 0.769886  0.11
H -6.362949 -2.607364 1.741102  0.08
H -7.879765 -5.011310 0.572117  0.12
H -7.740234 -4.351845 2.286355  0.11
H -6.157572 -4.979664 3.693499  0.08
H -4.607742 -5.713417 3.203605  0.08
H -4.980806 -3.979810 2.911630  0.05
H -5.724573 -7.541780 2.055912  0.08
H -7.346432 -6.865996 2.307109  0.08
H -6.779472 -7.259287 0.710839  0.09
H -2.677889 -3.654955 0.273634  0.06
H -3.712655 -3.137742 1.515793  0.06
H -3.590845 -2.199858 -0.038509  0.06
H -4.108308 -6.799098 0.121446  0.11
C 0.528942 -0.923268 -4.553113  -0.04
C 1.177217 -1.073371 -5.937480  -0.50
C 2.202492 0.046971 -6.061131  -0.13
C 3.174880 -0.148079 -7.227652  -0.17
C 3.882636 -1.513062 -7.131668  -0.13
C 2.857504 -2.644842 -7.006908  -0.50
N 1.833617 -2.371308 -5.987327  -0.10
O 0.991942 -3.483069 -5.846471  -0.04
C 2.324289 -2.923304 -8.432712  -0.04
C 3.612640 -3.909277 -6.596560  -0.04
C 0.033746 -1.005450 -6.991074  -0.01
H 0.129009 0.072176 -4.349904  0.08
H 1.254806 -1.187556 -3.780708  0.07
H -0.299998 -1.620292 -4.401279  0.07
H 1.722582 1.029153 -6.057049  0.12
H 2.773510 0.089539 -5.127395  0.08
H 3.913341 0.654600 -7.166242  0.11
H 2.715769 -0.107852 -8.218608  0.10
H 4.596933 -1.350064 -6.319890  0.11
H 4.450500 -1.583536 -8.060977  0.12
H 1.968757 -2.016186 -8.926163  0.06
H 3.067457 -3.465447 -9.013994  0.08
H 1.400211 -3.509625 -8.468518  0.09
H 4.516874 -4.066786 -7.188733  0.09
H 3.940393 -3.952423 -5.557338  0.06
H 2.976226 -4.786574 -6.735236  0.08
H -0.648063 -1.839421 -6.836870  0.08
H 0.463723 -1.049797 -7.989086  0.06
H -0.525885 -0.072408 -6.888523  0.08
H 1.079217 -3.703608 -4.896273  0.05
C 4.402197 -3.913641 3.199290  -0.03
C 4.323400 -2.517619 3.843576  -0.48
C 4.459093 -2.739026 5.386523  -0.12
C 5.094914 -1.581423 6.146438  -0.16
C 6.415747 -1.264011 5.460530  -0.16
C 6.277415 -0.756426 4.036139  -0.49
N 5.471807 -1.757500 3.340353  -0.07
O 5.242740 -1.434463 1.977682  -0.06
C 5.592012 0.625119 4.058202  -0.03
C 7.690439 -0.655967 3.474883  0.00
C 2.961697 -1.913765 3.598072  -0.04
H 3.750885 -4.688192 3.605132  0.09
H 5.437279 -4.237882 3.316526  0.09
H 4.184512 -3.838048 2.131762  0.07
H 3.463504 -2.831976 5.831623  0.11
H 4.973326 -3.668271 5.633783  0.12
H 5.402910 -1.902671 7.142723  0.11
H 4.501475 -0.668845 6.161845  0.10
H 7.106545 -2.114848 5.460931  0.12
H 7.032008 -0.526465 5.989386  0.12
H 6.145181 1.252324 4.762813  0.07
H 5.597728 1.064516 3.059913  0.03
H 4.562108 0.603426 4.413992  0.08
H 8.274497 0.188635 3.840112  0.08
H 8.246592 -1.580008 3.627522  0.09
H 7.620504 -0.477530 2.395573  0.06
H 2.218437 -2.610743 3.989893  0.07
H 2.689408 -1.733679 2.556985  0.06
H 2.761409 -0.997225 4.164368  0.08
H 6.003489 -1.796833 1.508950  0.12
C -5.830921 3.832619 -5.355969  -0.03
C -5.529813 2.372159 -5.024874  -0.51
C -4.035827 2.138966 -5.322555  -0.13
C -3.033878 2.731818 -4.307693  -0.17
C -3.395604 2.438932 -2.839230  -0.11
C -4.916195 2.500126 -2.552566  -0.47
N -5.738413 1.931204 -3.643087  -0.09
O -7.105383 1.943422 -3.301202  -0.02
C -5.126036 1.619221 -1.326051  -0.06
C -5.350263 3.922390 -2.140867  -0.02
C -6.292484 1.407658 -5.962179  -0.03
H -6.704922 4.236303 -4.834677  0.08
H -5.993373 4.040228 -6.414748  0.09
H -5.000175 4.492849 -5.093108  0.07
H -3.827892 1.074673 -5.428942  0.10
H -3.751260 2.638760 -6.252126  0.12
H -2.811068 3.796023 -4.420605  0.10
H -2.072291 2.284901 -4.580674  0.10
H -2.867860 3.227000 -2.293256  0.11
H -2.878874 1.525258 -2.542075  0.10
H -6.062948 1.853663 -0.801576  0.08
H -5.194120 0.543957 -1.481559  0.08
H -4.415546 1.847013 -0.528299  0.06
H -5.142264 4.737837 -2.834612  0.08
H -6.429382 3.937624 -1.973652  0.08
H -4.859675 4.172205 -1.200281  0.07
H -6.339810 1.782578 -6.986358  0.08
H -7.354803 1.382750 -5.703617  0.08
H -5.906157 0.392739 -5.914973  0.08
H -7.353453 2.881277 -3.238519  0.08
C -3.555548 -1.272390 -3.535205  -0.15
O -2.876644 -1.901264 -2.473240  -0.17
H -2.896435 -0.724536 -4.222423  0.07
H -4.009236 -1.965494 -4.246737  0.09
H -4.301343 -0.568276 -3.162986  0.06
H -2.240123 -1.272972 -2.076936  0.03
C 2.208060 2.819899 5.765029  -0.14
O 1.595446 3.124463 4.523579  -0.14
H 1.591979 3.172453 6.596629  0.08
H 2.363085 1.749400 5.949117  0.07
H 3.193291 3.284254 5.762364  0.07
H 0.656714 2.924209 4.590592  0.09
C 5.849020 0.645925 0.939758  -0.17
O 7.240241 0.593800 0.700442  -0.10
H 5.298901 -0.184570 0.509996  0.07
H 5.639526 0.752005 2.010373  0.01
H 5.480024 1.608655 0.560870  0.09
H 7.729155 1.118267 1.335251  0.07
C 2.220099 2.532097 -2.709399  -0.12
O 2.357713 1.276560 -2.052162  -0.16
H 1.153656 2.791049 -2.703590  0.07
H 2.794034 3.286242 -2.168285  0.08
H 2.461269 2.574651 -3.770328  0.08
H 1.846148 1.303213 -1.227319  0.04
C -4.456426 3.936741 1.886837  -0.19
O -3.280312 3.395561 2.409044  -0.16
H -5.055744 4.406797 2.680543  0.08
H -4.286271 4.751394 1.180274  0.05
H -5.110251 3.212891 1.390259  0.06
H -3.471213 2.570519 2.925290  0.02
C 5.323106 5.085007 1.394791  -0.04
C 4.616258 4.188691 2.392182  -0.39
C 5.539238 3.776790 3.540524  -0.19
O 6.716608 3.223097 2.992998  -0.19
C 7.704933 2.926022 3.940292  -0.11
N 3.407394 4.875991 2.865160  0.05
H 6.184998 4.610094 0.926875  0.08
H 5.703801 5.996154 1.865172  0.09
H 4.653087 5.388666 0.589265  0.08
H 4.147052 3.313518 1.936682  0.12
H 5.031888 3.032470 4.170225  0.10
H 5.814402 4.629379 4.175985  0.13
H 7.460552 2.010605 4.499164  0.05
H 7.758073 3.740536 4.672540  0.10
H 8.693117 2.726575 3.527199  0.10
H 3.596721 5.797123 3.245985  0.09
H 2.788235 4.340155 3.463619  0.05
C -0.443765 -0.695531 5.463743  -0.05
C -0.763180 -1.506509 4.236749  -0.41
C -0.523361 -3.013872 4.482861  -0.20
O -0.579948 -3.761255 3.297599  -0.22
C -1.557604 -4.792595 3.313080  -0.07
N -2.128257 -1.157217 3.822329  0.06
H -0.987637 -1.017751 6.360071  0.09
H -0.731339 0.347141 5.327869  0.08
H 0.605535 -0.792412 5.753495  0.07
H -0.127212 -1.238670 3.385691  0.12
H -1.268352 -3.375245 5.201060  0.12
H 0.456749 -3.022142 4.968045  0.11
H -1.300530 -5.547614 4.061488  0.10
H -1.560886 -5.267667 2.334021  0.09
H -2.537453 -4.347856 3.502596  0.07
H -2.459658 -1.694024 3.025685  0.07
H -2.733337 -1.409623 4.605442  0.06
C -5.147495 -0.082028 2.169499  -0.04
C -5.214290 0.484401 3.602994  -0.37
C -5.681300 -0.541864 4.650069  -0.18
O -4.595274 -1.411728 4.894402  -0.24
C -4.990571 -2.672268 5.410413  -0.08
N -3.913094 1.122986 3.914197  0.04
H -4.485880 -0.947406 2.095522  0.06
H -4.806633 0.684195 1.473432  0.05
H -6.115673 -0.386532 1.761893  0.08
H -5.860014 1.359085 3.484905  0.13
H -6.588782 -1.027027 4.280340  0.13
H -5.879319 0.023812 5.570700  0.13
H -4.073515 -3.251915 5.501609  0.09
H -5.700420 -3.194219 4.772230  0.06
H -5.490365 -2.541141 6.375981  0.10
H -3.977522 1.329264 4.914546  0.10
H -3.131554 0.457048 3.902199  0.04
C 3.889893 -1.863658 -1.398451  -0.05
C 4.895314 -1.368368 -2.433999  -0.41
C 5.418988 -2.525967 -3.266022  -0.21
O 6.117815 -3.425614 -2.420145  -0.21
C 6.739607 -4.539114 -3.029905  -0.10
N 4.258259 -0.413705 -3.353184  0.06
H 2.943499 -2.125125 -1.871228  0.06
H 3.629896 -1.059271 -0.703876  0.06
H 4.279656 -2.720757 -0.844986  0.08
H 5.721879 -0.849522 -1.942719  0.14
H 6.042738 -2.187638 -4.096225  0.13
H 4.526411 -3.018421 -3.675273  0.11
H 5.981590 -5.138940 -3.544915  0.09
H 7.128703 -5.110423 -2.187486  0.08
H 7.552457 -4.196785 -3.676003  0.09
H 3.501553 -0.922622 -3.817514  0.04
H 3.738971 0.255570 -2.776743  0.04
C -1.196554 -5.375626 -3.162040  -0.04
C -0.193610 -4.405962 -2.556131  -0.40
C -0.195043 -4.401168 -1.048400  -0.18
O 0.599594 -3.346693 -0.522961  -0.22
C 0.864133 -3.469219 0.856633  -0.09
N 1.170346 -4.566453 -3.124730  0.06
H -2.200386 -5.091124 -2.837358  0.05
H -0.980535 -6.426888 -2.967360  0.08
H -1.278952 -5.239414 -4.242528  0.09
H -0.517401 -3.433797 -2.941549  0.12
H 0.154631 -5.350065 -0.629057  0.14
H -1.242993 -4.201388 -0.782127  0.11
H 1.562032 -2.694951 1.172335  0.07
H 1.312751 -4.422153 1.157424  0.10
H -0.087355 -3.371458 1.394223  0.07
H 1.802980 -4.081664 -2.492532  0.06
H 1.479640 -5.534921 -3.070902  0.09
C -2.162564 -0.004735 0.098939  -0.06
C -0.734733 0.286078 -0.360050  -0.38
C 0.153671 0.343170 0.904494  -0.17
O 1.391813 0.920033 0.552371  -0.21
C 2.243782 1.096076 1.657297  -0.07
N -0.373234 -0.731169 -1.355226  0.09
H -2.829196 -0.170709 -0.736710  0.05
H -2.466092 0.862976 0.688717  0.08
H -2.098944 -0.913405 0.706032  0.07
H -0.703134 1.250085 -0.878101  0.13
H 0.245710 -0.678572 1.290536  0.11
H -0.323784 0.991637 1.649217  0.13
H 2.224029 0.290332 2.396177  0.07
H 1.951370 2.012066 2.186979  0.07
H 3.268688 1.304102 1.351590  0.08
H -0.159753 -1.623089 -0.894328  0.07
H 0.400960 -0.419422 -1.928425  0.05

Forces on atoms 1 to 3 (eV/Å):
0.6 -0.1 -0.7
-0.3 -0.6 -0.1
-1.2 -0.5 -0.9